{
  "formula": "C66H51F3N4O2PS3Zn",
  "method": "ωB97M-V with the def2-TZVPD basis set",
  "total_charge": -1,
  "max_force_ev_per_a": 1.0,
  "total_energy_ev": -177684.61018,
  "species": ["Zn", "C", "C", "C", "C", "C", "C", "P", "C", "C", "C", "C", "C", "C", "C", "C", "C", "C", "C", "C", "C", "C", "C", "C", "H", "H", "H", "H", "H", "H", "H", "H", "H", "H", "H", "H", "H", "H", "H", "H", "N", "S", "N", "S", "N", "S", "N", "C", "C", "C", "C", "C", "C", "C", "C", "C", "C", "C", "C", "C", "C", "C", "C", "C", "C", "C", "C", "C", "C", "C", "C", "C", "C", "C", "C", "C", "C", "C", "C", "C", "C", "C", "C", "H", "H", "H", "H", "H", "H", "H", "H", "H", "H", "H", "H", "H", "H", "H", "H", "H", "H", "H", "H", "H", "H", "H", "H", "H", "H", "H", "H", "H", "H", "O", "C", "O", "C", "C", "C", "C", "C", "C", "H", "H", "H", "H", "H", "F", "C", "F", "F"],
  "coordinates": [[1.26597, -1.32564, -1.31710], [-3.78667, -2.79197, 3.46023], [-3.75632, -3.51423, 2.27570], [-2.56090, -3.70341, 1.59367], [-1.36073, -3.19414, 2.09323], [-1.41790, -2.42900, 3.26476], [-2.60979, -2.23834, 3.94727], [0.22882, -3.21262, 1.16248], [1.39987, -4.06854, 2.30043], [2.67675, -4.28123, 1.76840], [3.68511, -4.82142, 2.54648], [3.44175, -5.16878, 3.87111], [2.17185, -4.99882, 4.39642], [1.15742, -4.44909, 3.61727], [-0.04573, -4.60316, -0.00884], [-0.40439, -5.82684, 0.50892], [-0.76856, -6.89754, -0.32097], [-0.76949, -6.72262, -1.67344], [-0.35672, -5.50168, -2.25383], [-0.33726, -5.37197, -3.65930], [0.07486, -4.20328, -4.22311], [0.49304, -3.12988, -3.41371], [0.51913, -3.16356, -2.03383], [0.05280, -4.39373, -1.42738], [-4.71953, -2.65127, 3.99314], [-4.67161, -3.94143, 1.88150], [-2.55815, -4.25513, 0.66208], [-0.50572, -1.97126, 3.63443], [-2.62636, -1.65670, 4.86245], [2.87423, -3.99376, 0.74135], [4.67280, -4.96016, 2.12320], [4.23983, -5.56352, 4.48836], [1.96281, -5.29469, 5.41838], [0.17153, -4.33287, 4.04776], [-0.42631, -5.96154, 1.58470], [-1.06920, -7.84271, 0.11749], [-1.08761, -7.52599, -2.33120], [-0.64925, -6.21338, -4.27104], [0.09347, -4.10003, -5.30469], [0.82032, -2.22730, -3.91956], [0.21179, -0.16465, 0.18430], [-0.22888, 0.93277, 0.99291], [-0.41951, 2.51036, 0.34812], [-1.39808, 2.86566, -0.77559], [-1.69826, 1.99942, -2.00761], [-0.50680, 1.10360, -2.85692], [-0.25166, -0.25636, -2.45940], [0.82350, 2.30971, -2.96751], [1.92759, 2.14945, -2.15104], [2.96447, 3.06604, -2.25834], [2.88726, 4.11528, -3.16180], [1.75946, 4.27511, -3.96159], [0.71705, 3.36831, -3.86520], [-1.26149, 1.18020, -4.48848], [-0.44549, 0.83040, -5.55666], [-1.01582, 0.60417, -6.79780], [-2.39107, 0.71813, -6.96668], [-3.19861, 1.06269, -5.89254], [-2.63450, 1.29038, -4.64447], [-0.88775, 4.50290, -1.26935], [0.24437, 5.09487, -0.74236], [0.62222, 6.34484, -1.21180], [-0.13292, 6.98092, -2.18493], [-1.27516, 6.37575, -2.69908], [-1.65515, 5.12649, -2.24488], [-3.02522, 3.24938, -0.14226], [-4.14358, 2.57840, -0.60412], [-5.38317, 2.89130, -0.06410], [-5.49004, 3.86612, 0.91659], [-4.35851, 4.53549, 1.36703], [-3.11803, 4.22425, 0.84142], [0.72520, 1.46620, 2.42405], [0.52382, 0.81778, 3.63350], [1.35918, 1.10110, 4.70445], [2.39661, 2.00968, 4.55133], [2.58354, 2.65787, 3.33764], [1.74570, 2.39300, 2.26625], [-1.86583, 0.60532, 1.69441], [-2.50351, -0.49550, 1.14981], [-3.77612, -0.82627, 1.59269], [-4.38889, -0.05811, 2.57317], [-3.73586, 1.04366, 3.11348], [-2.46758, 1.38644, 2.66993], [1.99584, 1.32466, -1.44434], [3.84335, 2.93219, -1.64030], [3.71289, 4.81138, -3.25355], [1.69530, 5.10067, -4.65996], [-0.16662, 3.47483, -4.48115], [0.62277, 0.71920, -5.39730], [-0.38929, 0.31890, -7.63289], [-2.83241, 0.51594, -7.93468], [-4.27061, 1.14692, -6.02149], [-3.24454, 1.54719, -3.78916], [0.81480, 4.55839, 0.00600], [1.51559, 6.81689, -0.82414], [0.17604, 7.94884, -2.55983], [-1.85922, 6.87302, -3.46263], [-2.52676, 4.61585, -2.63916], [-4.01834, 1.81663, -1.36252], [-6.26482, 2.36575, -0.40750], [-6.45779, 4.09260, 1.34665], [-4.44346, 5.29111, 2.13741], [-2.21649, 4.72190, 1.18210], [-0.27094, 0.08867, 3.73490], [1.20778, 0.59571, 5.65008], [3.07525, 2.19777, 5.37401], [3.40296, 3.35447, 3.21521], [1.89615, 2.86356, 1.30666], [-1.97445, -1.07449, 0.39768], [-4.28135, -1.69039, 1.17961], [-5.38247, -0.31873, 2.91884], [-4.21796, 1.63960, 3.87949], [-1.94728, 2.24594, 3.07563], [3.18418, 0.84748, 0.07449], [3.34113, -0.29302, 0.54777], [2.81809, -1.37879, 0.17175], [4.24197, -0.41280, 1.76132], [5.55877, 0.02911, 1.67721], [6.41220, -0.09052, 2.76570], [5.94963, -0.64512, 3.95378], [4.63531, -1.08555, 4.04104], [3.78777, -0.97441, 2.94714], [5.90377, 0.46198, 0.74513], [7.43900, 0.24856, 2.68818], [6.61469, -0.74254, 4.80442], [4.27431, -1.53190, 4.96101], [2.76645, -1.33480, 3.00758], [3.39199, -2.05027, -3.30672], [2.81924, -0.88802, -2.81839], [2.38510, -0.25575, -4.01456], [3.93406, -0.12799, -2.49026]],
  "atomic_forces_ev_per_a": [[0.5, -0.5, -0.3], [0.2, -0.6, 0.3], [0.2, -0.5, 0.4], [0.1, -0.2, 0.1], [0.0, 0.0, 0.0], [0.0, -0.1, 0.1], [0.1, -0.3, 0.2], [0.2, -0.2, -0.1], [-0.1, 0.1, 0.1], [0.0, 0.1, 0.0], [0.0, 0.0, 0.0], [0.0, 0.0, 0.0], [0.0, 0.0, 0.0], [0.0, 0.0, 0.0], [0.0, 0.0, -0.1], [0.0, 0.2, 0.0], [-0.1, -0.1, 0.1], [0.0, 0.0, 0.0], [0.1, 0.2, 0.2], [0.0, 0.0, -0.1], [0.0, 0.0, -0.1], [0.0, 0.1, 0.1], [-0.2, -0.2, 0.6], [-0.1, 0.0, -0.3], [0.0, 0.0, 0.0], [0.0, 0.0, 0.0], [0.0, 0.0, 0.0], [0.0, -0.1, 0.0], [0.0, 0.0, 0.0], [0.0, 0.1, 0.0], [0.0, 0.0, 0.0], [0.0, 0.0, 0.0], [0.0, 0.0, 0.0], [-0.1, 0.0, 0.0], [0.0, 0.0, 0.0], [0.0, 0.0, 0.0], [0.0, 0.0, 0.0], [0.0, 0.0, 0.0], [0.0, 0.0, 0.0], [0.0, 0.0, 0.0], [0.3, 0.2, 0.2], [-0.5, 0.0, 0.1], [-0.1, 0.0, 0.1], [0.0, -0.2, -0.3], [-0.1, 0.2, 0.2], [0.1, -0.2, -0.1], [-0.1, 0.4, -0.3], [-0.2, 0.1, -0.2], [-0.3, -0.2, 0.0], [0.1, 0.1, 0.1], [0.0, 0.0, 0.0], [-0.1, 0.0, 0.0], [0.1, 0.0, 0.0], [-0.2, 0.0, 0.1], [0.2, 0.0, 0.1], [0.0, 0.0, 0.0], [0.0, 0.0, 0.0], [0.0, 0.0, 0.0], [0.1, 0.1, 0.1], [0.2, 0.1, 0.0], [0.0, -0.2, 0.1], [0.0, 0.1, 0.0], [0.0, 0.0, 0.0], [0.0, 0.0, 0.0], [0.0, -0.1, 0.1], [-0.2, -0.1, 0.0], [0.1, -0.1, 0.0], [0.0, 0.0, 0.0], [0.0, -0.1, 0.0], [0.0, 0.0, 0.1], [0.2, 0.0, -0.1], [0.0, 0.1, -0.1], [0.0, -0.1, 0.0], [0.0, 0.0, 0.0], [0.0, 0.0, 0.0], [0.0, 0.0, 0.0], [0.0, -0.1, 0.0], [0.1, 0.3, 0.0], [-0.1, 0.0, -0.2], [-0.3, 0.7, -0.6], [0.0, 0.3, -0.2], [-0.1, 0.0, 0.0], [0.1, 0.0, -0.1], [0.2, 0.2, -0.1], [0.0, -0.1, 0.0], [0.0, 0.0, 0.0], [0.0, 0.0, 0.0], [0.0, 0.0, 0.0], [0.0, -0.1, 0.0], [0.0, 0.0, 0.0], [0.0, 0.0, 0.0], [0.0, 0.0, 0.0], [0.0, 0.0, 0.0], [0.0, 0.1, -0.1], [0.0, 0.0, 0.0], [0.0, 0.0, 0.0], [0.0, 0.0, 0.0], [0.0, 0.1, -0.1], [-0.1, 0.0, 0.0], [0.0, 0.0, 0.0], [0.0, 0.0, 0.0], [0.0, 0.0, 0.0], [-0.1, 0.0, 0.0], [0.0, 0.1, 0.0], [0.0, 0.0, 0.0], [0.0, 0.0, 0.0], [0.0, 0.0, 0.0], [0.1, 0.0, 0.0], [-0.1, 0.1, 0.0], [0.0, 0.5, -0.1], [0.0, 0.0, 0.0], [0.0, 0.0, 0.0], [0.0, 0.0, 0.0], [0.1, -0.2, 0.2], [-0.2, -0.1, 0.2], [-0.1, 0.1, 0.0], [0.2, 0.0, -0.2], [0.0, 0.1, 0.1], [0.0, 0.0, 0.0], [0.0, 0.0, 0.0], [0.0, 0.0, 0.0], [-0.1, -0.1, 0.0], [0.0, 0.0, 0.0], [0.0, 0.0, 0.0], [0.0, 0.0, 0.0], [0.0, 0.0, 0.0], [0.0, 0.0, 0.0], [0.0, 0.1, 0.1], [0.1, 0.1, -0.1], [0.0, 0.0, 0.0], [-0.2, -0.1, -0.1]],
  "mulliken_charge": [3.95, -0.54, -1.35, -0.08, -0.10, -0.72, -0.64, 2.04, 0.00, -0.46, -0.52, -0.56, -0.76, 0.11, 0.78, -0.05, -0.89, -0.81, 1.46, -0.73, -1.24, 0.70, -1.60, 0.04, 0.37, 0.33, 0.37, 0.65, 0.45, 0.19, 0.41, 0.36, 0.41, 0.43, 0.38, 0.39, 0.32, 0.29, 0.41, 0.02, -0.05, 2.01, -0.20, 0.73, -0.18, 0.91, -0.48, 0.92, 0.91, -1.41, -0.79, -1.07, -0.34, -0.33, -0.03, -0.82, -0.47, -0.81, -0.17, 0.31, -0.01, -0.72, -0.55, -0.72, -0.87, 0.51, -0.10, -0.83, -0.58, -0.84, -0.69, 0.37, -0.25, -0.97, -0.72, -1.00, 0.00, 1.08, -0.71, -0.99, -0.76, -1.28, -1.09, -0.69, 0.51, 0.38, 0.44, 0.59, 0.44, 0.43, 0.37, 0.43, 0.30, 0.51, 0.48, 0.38, 0.43, 0.41, 0.45, 0.45, 0.39, 0.41, 0.45, 0.29, 0.43, 0.37, 0.44, 0.03, 0.55, 0.72, 0.49, 0.44, 0.56, -0.54, -0.14, -1.21, -0.34, -0.29, -0.59, -0.62, -1.07, 0.23, 0.43, 0.39, 0.38, 0.45, 0.65, -0.37, -0.61, -0.19, -0.23]
}